Entry 1:
35
Properties=species:S:1:pos:R:3 method="wB97M-V/def2-TZVPD" e_tot_ev=-28602.77198 smiles="CCCC1=NS(=O)(=O)N[C@@](C)(CCC)C1" relative_energy_kcal_mol=68.4 mol_weight_da=232.3
S 0.25642 -1.53311 2.15008
C -1.29904 0.32224 -0.68338
H -3.20841 0.00692 -1.96100
H -0.68492 0.75029 -1.52053
C -1.68237 -2.31752 -1.15367
H 1.73856 1.48353 -0.74361
H 1.99014 2.05035 1.74363
O 0.84062 -2.91514 2.27962
C 0.59918 -1.32023 -0.69851
N 1.39102 -0.52657 1.47159
H 0.70367 -0.86099 -1.69695
H -1.64036 -2.25909 1.19601
C 1.47055 -0.38962 0.16464
H -1.13908 -3.23805 -1.05568
C 2.41835 0.68475 -0.45737
H 4.45329 1.50955 -0.04887
C -3.23200 1.78942 -0.75855
N -1.09327 -1.41655 1.11169
H -2.46867 2.42474 -1.14103
H -1.92147 -2.10610 -2.18196
H 0.93872 -2.31428 -0.56637
H 2.87952 0.27995 -1.37727
H 2.96025 3.14064 0.67242
C -2.80916 0.38877 -0.99231
H -3.55215 1.86323 0.34691
C 3.54803 1.16833 0.50945
H -2.65698 -2.49015 -0.74210
H -0.98412 0.93885 0.10836
H -4.13072 2.01867 -1.39753
H 3.98952 0.32740 1.07032
H 3.69540 2.58028 2.16593
H -3.28121 -0.27401 -0.25707
O -0.15138 -0.87914 3.44348
C -0.92864 -1.18775 -0.33815
C 2.99070 2.30042 1.33775


Entry 2:
110
Properties=species:S:1:pos:R:3 method="wB97M-V/def2-TZVPD" e_tot_ev=-119204.44797 relative_energy_kcal_mol=0.0 mol_weight_da=989.5
O 1.94563 -4.42131 3.41209
H -1.93078 0.19458 1.46372
H 5.54605 -3.72680 2.34462
C -2.78919 1.29707 -3.17033
H 0.79004 2.24815 -1.97635
O -3.14544 0.47596 3.68957
H 3.91202 3.15646 5.59304
H 3.86549 -2.09939 -6.32388
H 2.90234 -2.83157 -5.07608
H 2.71953 0.80463 -1.78762
C 1.65640 -0.64193 2.99551
H 3.18073 2.97771 -0.04242
H -2.85060 -4.24578 0.90607
H 7.00774 1.22757 3.15401
O -3.44099 0.18491 -2.54107
O 4.24247 2.24767 1.62587
P 4.26828 3.10769 2.94042
H 0.29903 -0.05289 -1.25283
H 0.16560 2.86133 2.36995
H 1.94667 -0.05983 3.86777
N -1.24545 4.17357 1.57346
O 0.21243 -0.16210 -4.79749
O -0.72394 5.25580 1.39981
O -4.19608 -2.03898 -2.20908
O 3.75282 -2.85535 2.86342
H -1.33882 -3.02349 0.94559
C 0.41432 3.23849 -1.73068
Ba 0.42248 -2.67405 -1.00106
H -2.71504 -0.83475 0.22534
H 3.52606 2.06804 -2.77313
H -2.50459 0.86055 -0.04676
H -4.40073 -0.04377 -5.70180
H 3.98779 0.35160 -2.89644
O 0.94091 5.16957 -2.90332
C 2.85998 -2.12314 -5.90519
O 1.60674 -1.52457 -3.19588
H -0.82187 0.61288 -6.38820
H -4.49757 -3.85660 -1.32158
C -2.73302 0.13196 0.73241
H -3.34626 -2.24801 2.56694
H 1.15475 3.59024 -1.01866
C 4.74030 -3.14775 1.88370
O 2.54304 -0.80561 -5.47656
H -5.91234 3.26811 2.70152
H 2.18537 2.62666 1.34498
O -4.00722 0.46397 1.27466
H 0.88890 0.99481 -6.41846
H 2.85319 1.30352 0.43659
C 3.07610 2.30030 0.80685
O -2.11861 3.69210 0.87536
H -4.96451 -3.78256 -3.04478
H 1.69299 -0.45147 -0.00356
O 3.16526 2.35608 3.81028
C 3.06002 2.58635 5.22505
H -0.58713 3.16239 -1.31584
H 0.52701 1.14839 0.22793
H -4.90035 -3.11542 2.72986
O 5.63966 2.69449 3.59637
O 4.04747 4.53648 2.77978
H -5.29127 -0.50250 -4.22956
O -0.48684 3.78206 -3.76954
H 6.22688 1.07419 4.68076
O 1.49940 -2.01974 3.39066
H 4.35648 -3.74732 1.06181
H -1.55120 2.66108 2.97289
P 2.22529 -3.13066 2.57944
C -5.15341 2.66547 3.18889
C -4.63463 -0.86254 -5.01997
H -3.24345 -3.87887 -2.53254
B -1.79799 -3.95873 0.38659
H -2.17966 0.98659 -4.01810
P -3.06105 -1.26166 -2.96745
H -0.14925 -0.70033 0.44213
P 1.62950 -0.48903 -4.23413
H 5.29397 0.64000 3.21448
H -2.13344 1.80343 -2.46441
H -5.13874 -1.63145 -5.60328
H -4.53046 -2.23839 1.24913
H -0.50817 4.00122 3.54364
H -3.56137 2.00332 -3.46621
O -1.66376 -1.61589 -2.72916
C 0.02463 0.87768 -5.75900
H -2.00185 -3.64666 -0.72574
H -0.14089 1.83377 -5.26324
P -4.31256 0.29051 2.82398
O -3.41889 -1.40252 -4.50213
B 0.60154 -0.00838 -0.11734
H 2.16662 -2.48673 -6.66094
H -5.05678 2.90793 4.24721
C 0.61060 -4.95927 3.38557
O 1.90483 -3.26829 1.15340
O -5.06872 -1.08622 2.90250
N 0.28743 4.14362 -2.88795
H -4.18448 2.89104 2.73397
C -0.74520 3.34206 2.71456
H 0.22458 -5.02606 2.36605
H 2.14364 3.13622 5.42476
C 6.03321 1.31427 3.63186
C -4.22781 -3.47936 -2.30353
O 2.16638 0.90817 -3.77569
H 2.46754 -0.51705 2.27478
C -4.40929 -2.23296 2.33290
O -5.49455 1.28432 3.03966
H -0.06493 -4.34614 3.97897
H 5.21386 -2.23215 1.52807
H 3.02758 1.60867 5.70020
C 3.15703 1.04801 -2.75759
H 0.64403 -5.97307 3.77442
H 0.72902 -0.27266 2.56981
H -0.99849 -4.83195 0.45096


Entry 3:
73
Properties=species:S:1:pos:R:3 method="wB97M-V/def2-TZVPD" total_charge=+1 e_tot_ev=-77226.99253 relative_energy_kcal_mol=3.2 mol_weight_da=697.9
H -1.28167 2.87354 3.47011
H 3.17146 2.25825 1.55510
H 1.13548 2.52226 3.14780
H 1.48661 0.36786 3.97031
H -2.89081 2.31615 1.77474
C 0.90424 -2.26411 1.61178
H -0.69525 5.69078 -3.01204
H 0.85392 1.49283 1.81609
C 3.59898 1.26737 1.50884
H 0.77736 -6.24799 0.39942
C -4.71279 0.29416 -2.57104
S 2.62806 1.29917 -2.07185
C 1.63263 2.64238 -2.44855
H 3.46495 -1.77374 0.49618
H 0.69005 4.78599 -4.90827
N 0.84772 -1.92195 -0.74422
C 0.04467 4.24741 -1.65664
H -1.56752 -1.29509 -3.37202
C 3.80341 -0.86215 0.96358
N 0.86024 3.18659 -1.47170
H 0.27108 -4.45685 -0.90604
C 0.73850 4.33371 -3.92707
C -0.77983 -0.57321 -3.12582
H 2.53598 -4.42088 3.74475
N 0.31024 -1.07003 1.76608
C 0.44743 0.56576 3.69056
C 0.67422 -2.41514 -2.11496
C -5.56921 0.13144 -1.49891
C 1.68437 -5.33228 2.05576
C 1.98473 -4.22835 2.83092
H -0.22251 -3.04297 -2.18627
N -1.65846 1.15657 0.54450
C 5.00777 -0.67745 1.55501
H -2.30766 0.86934 2.54739
C 0.42261 1.78337 2.77456
C 0.88784 -2.81242 0.24249
H 0.01463 -1.52916 3.80482
C -0.90217 2.49402 2.51708
C 0.68883 -4.19718 0.05618
C 0.55742 -1.29477 -3.13351
C -0.15945 -0.70727 3.10993
C -3.32903 0.34390 -2.58832
H 0.69890 -1.71883 -4.12974
H -3.95466 0.40404 1.47067
O 0.91101 2.66005 -0.23123
C 1.02154 -5.28810 0.84085
H -0.50748 4.54883 -0.78041
C -0.03853 4.84474 -2.87948
N -1.08377 0.03453 -1.82752
H 2.16345 2.83588 -4.50118
Ce 0.56302 0.38447 -0.13803
H -0.69898 3.36435 1.88976
N 3.00791 0.25975 0.92189
H 1.86135 -2.25063 3.47134
H -2.90015 0.39318 -3.57957
S 5.10771 0.90467 2.18478
C -2.67646 0.66409 -0.17134
H 1.53021 -3.04767 -2.37393
H -5.96479 -0.06510 0.55066
H 1.37025 -0.58301 -2.99369
H 1.97209 -6.30432 2.43312
H -1.24254 -0.61194 3.04595
H 5.80464 -1.39044 1.68004
H -5.17715 0.33686 -3.55019
C -2.00742 1.67479 1.87206
C -3.94092 0.38921 0.39075
C -2.36709 0.30018 -1.56070
H -0.77774 0.18055 -3.92252
C -5.17862 0.12391 -0.17222
H -6.62195 0.00418 -1.71241
H -0.08147 0.80718 4.61771
C 1.60322 -2.90919 2.65053
C 1.55536 3.25392 -3.71269